No. 1
{
  "formula": "C32H38BF6N2S5Y",
  "method": "the ωB97M-V functional and the def2-TZVPD basis",
  "symbols": ["Y", "C", "C", "S", "C", "C", "S", "C", "C", "S", "H", "H", "H", "H", "H", "H", "H", "H", "H", "H", "H", "H", "S", "C", "N", "C", "C", "N", "C", "C", "C", "C", "C", "C", "C", "C", "S", "C", "C", "C", "C", "C", "C", "C", "H", "H", "H", "H", "H", "H", "H", "H", "H", "H", "H", "H", "H", "H", "H", "H", "H", "H", "F", "C", "F", "H", "C", "C", "C", "C", "C", "C", "C", "H", "H", "H", "H", "H", "H", "H", "F", "B", "F", "F", "F"],
  "coordinates": [[0.210695, 0.167115, 0.280878], [3.469151, -2.272059, 3.404766], [1.981780, -2.572695, 3.302596], [0.857066, -1.195448, 2.976393], [1.410127, 0.098854, 4.102227], [2.531261, 1.054197, 3.640592], [2.648666, 1.355152, 1.855845], [4.352882, 0.901012, 1.417448], [5.024954, -0.278584, 2.105549], [4.269765, -1.894343, 1.820846], [3.958842, -3.157091, 3.814146], [3.660531, -1.459479, 4.104777], [1.654030, -3.051640, 4.227164], [1.790508, -3.265855, 2.481739], [1.697211, -0.367144, 5.047052], [0.511616, 0.678601, 4.298196], [3.502045, 0.699739, 3.977690], [2.366226, 2.021438, 4.113734], [4.978504, 1.785375, 1.553015], [4.293159, 0.707475, 0.344293], [5.139141, -0.117686, 3.177554], [6.040658, -0.337627, 1.709604], [-1.021029, 0.226180, -2.394047], [-1.220436, 1.875159, -2.324431], [-2.373243, 2.511818, -2.460654], [-2.441877, 3.961950, -2.338111], [-1.302079, 4.554014, -3.120584], [-0.049474, 4.002510, -2.610582], [1.140375, 4.859490, -2.648233], [1.490547, 5.469195, -1.309466], [2.819969, 5.527487, -0.912876], [3.167498, 6.101447, 0.300102], [2.183379, 6.615057, 1.131594], [0.853721, 6.555383, 0.743041], [0.510857, 5.988771, -0.473913], [0.018769, 2.764397, -2.134347], [1.404349, 2.154006, -1.456280], [-3.652784, 1.821028, -2.646382], [-4.246479, 2.153790, -3.990919], [-3.534842, 1.865177, -5.153361], [-4.070047, 2.169468, -6.393808], [-5.323903, 2.761789, -6.486180], [-6.038809, 3.047401, -5.334202], [-5.498517, 2.746298, -4.089750], [-2.399230, 4.237204, -1.280190], [-3.391300, 4.288784, -2.758027], [-1.264376, 5.635372, -3.003548], [-1.413768, 4.325128, -4.185525], [0.928716, 5.627878, -3.393019], [1.981851, 4.265059, -3.006205], [3.586111, 5.099748, -1.549623], [4.206437, 6.132357, 0.602497], [2.449429, 7.047524, 2.087301], [0.078496, 6.931834, 1.397005], [-0.536212, 5.930018, -0.750029], [-4.315343, 2.122980, -1.832387], [-3.460881, 0.756438, -2.554381], [-2.562635, 1.388661, -5.080421], [-3.513916, 1.935359, -7.292420], [-5.742674, 2.994986, -7.456373], [-7.017003, 3.505506, -5.400131], [-6.057801, 2.968537, -3.187847], [1.628793, -2.646749, 0.086028], [1.862738, -1.418417, -0.590695], [1.559073, -1.710618, -1.936812], [2.954893, -1.320517, -0.581639], [-1.565566, -1.466027, 0.489301], [-2.776929, -0.838005, 1.046218], [-3.776571, -0.329375, 0.203530], [-4.892851, 0.322381, 0.700465], [-5.057355, 0.495589, 2.068504], [-4.088815, -0.015346, 2.923816], [-2.976554, -0.672173, 2.425104], [-1.754319, -1.928431, -0.481469], [-1.152284, -2.224329, 1.160089], [-3.667950, -0.484137, -0.863373], [-5.652996, 0.687505, 0.017047], [-5.926852, 1.006789, 2.460873], [-4.203446, 0.098244, 3.995531], [-2.232511, -1.063747, 3.110506], [-1.466752, 2.132639, 0.358949], [-1.012893, 2.543999, 1.672109], [-0.536071, 1.286797, 2.251714], [0.100001, 3.348564, 1.508574], [-1.996878, 3.112411, 2.407517]],
  "forces_ev_per_angstrom": [[-0.0994, -0.2575, 0.1734], [0.0188, 0.0147, 0.0170], [0.0244, -0.0469, -0.1028], [-0.0050, 0.0762, 0.0058], [0.0252, 0.0430, 0.0270], [-0.0233, -0.0312, 0.0160], [-0.0976, 0.0559, -0.0025], [0.0006, -0.0072, -0.0878], [0.0181, -0.0017, 0.0489], [-0.0312, 0.0140, 0.0151], [-0.0090, -0.0045, -0.0030], [0.0088, -0.0063, 0.0007], [-0.0154, 0.0291, 0.0147], [-0.0044, 0.0089, 0.0090], [0.0036, 0.0094, 0.0015], [-0.0253, -0.0215, -0.0307], [-0.0013, 0.0065, -0.0380], [0.0058, -0.0006, 0.0135], [-0.0166, 0.0116, 0.0171], [-0.0024, 0.0129, 0.0060], [0.0039, -0.0070, -0.0105], [-0.0021, 0.0057, -0.0093], [-0.0280, -0.0003, 0.0180], [0.2041, 0.2924, 0.0942], [-0.1003, -0.1173, -0.0316], [-0.0010, -0.0371, -0.0317], [0.0324, -0.0239, -0.0228], [0.1217, 0.0456, -0.0134], [-0.0643, -0.1103, 0.0184], [-0.0094, 0.0413, -0.0127], [0.0109, -0.0053, -0.0225], [0.0019, -0.0012, -0.0125], [-0.0111, 0.0053, 0.0176], [0.0014, -0.0063, 0.0314], [-0.0248, -0.0287, 0.0044], [-0.1753, -0.1848, -0.0707], [0.0872, -0.0062, 0.0905], [0.0467, 0.0403, 0.0112], [-0.0550, 0.0138, 0.0044], [0.0224, -0.0033, 0.0084], [0.0128, -0.0067, -0.0117], [-0.0181, 0.0079, -0.0104], [0.0078, -0.0001, 0.0071], [0.0100, -0.0062, -0.0027], [0.0198, 0.0314, -0.0007], [-0.0036, 0.0142, 0.0113], [-0.0386, 0.0030, 0.0341], [-0.0001, 0.0148, 0.0010], [0.0424, 0.0610, 0.0217], [-0.0325, -0.0014, -0.0174], [-0.0057, -0.0009, 0.0053], [-0.0054, 0.0016, -0.0003], [0.0009, 0.0018, -0.0075], [0.0010, 0.0039, -0.0008], [0.0151, -0.0059, 0.0001], [0.0008, -0.0001, -0.0015], [-0.0109, 0.0141, 0.0067], [-0.0105, 0.0025, -0.0005], [-0.0016, 0.0019, 0.0027], [0.0013, 0.0003, 0.0010], [0.0006, 0.0006, -0.0021], [0.0013, -0.0018, -0.0005], [0.0087, 0.0189, -0.0348], [-0.0412, -0.0036, -0.0716], [0.0131, -0.0320, 0.0583], [-0.0112, -0.0194, -0.0260], [0.1246, 0.0350, -0.0136], [-0.1089, -0.0133, -0.0715], [-0.0183, -0.0546, 0.0149], [-0.0082, 0.0176, 0.0164], [0.0120, -0.0037, 0.0152], [-0.0394, 0.0235, 0.0016], [0.0757, 0.0179, -0.0417], [-0.0125, -0.0402, 0.0099], [-0.0117, -0.0237, -0.0165], [-0.0068, -0.0093, -0.0009], [0.0047, -0.0052, -0.0064], [0.0047, -0.0011, 0.0022], [-0.0002, 0.0027, -0.0050], [-0.0045, -0.0017, 0.0041], [0.2013, -0.0964, 0.1697], [0.0908, 0.3251, -0.0911], [0.0371, 0.0434, -0.1017], [-0.0714, 0.0160, 0.0001], [-0.0612, -0.1489, -0.0083]],
  "lowdin_charge": [1.160, -0.511, -0.503, 0.872, -0.495, -0.469, 0.840, -0.507, -0.535, 0.917, 0.074, 0.058, 0.079, 0.069, 0.087, 0.065, 0.051, 0.079, 0.075, 0.068, 0.063, 0.073, 0.772, -0.696, -0.090, -0.091, -0.102, -0.096, -0.127, -0.230, -0.051, -0.075, -0.081, -0.071, -0.036, -0.656, 0.762, -0.112, -0.214, -0.032, -0.075, -0.087, -0.078, -0.043, 0.142, 0.135, 0.131, 0.142, 0.134, 0.104, 0.114, 0.103, 0.103, 0.109, 0.105, 0.133, 0.068, 0.112, 0.105, 0.103, 0.104, 0.115, -0.153, -0.423, -0.143, 0.027, -0.264, -0.341, -0.081, -0.110, -0.115, -0.096, -0.071, 0.032, 0.024, 0.079, 0.091, 0.090, 0.099, 0.089, 0.048, -1.259, -0.023, 0.128, 0.204],
  "e_lumo_ev": -0.93,
  "total_charge": 0,
  "e_homo_ha": -0.241,
  "de_lowest_kcal_mol": 18.5,
  "fmax_ev_per_a": 0.37
}



No. 2
{
  "formula": "C32H37BO4S",
  "method": "the ωB97M-V functional and the def2-TZVPD basis",
  "symbols": ["C", "O", "C", "C", "C", "C", "C", "C", "C", "C", "C", "O", "C", "C", "C", "C", "C", "H", "H", "H", "H", "H", "H", "H", "H", "H", "H", "H", "H", "H", "H", "H", "C", "C", "C", "C", "C", "B", "C", "C", "C", "C", "C", "C", "O", "C", "C", "C", "C", "C", "C", "O", "S", "H", "H", "H", "H", "H", "H", "H", "H", "H", "H", "H", "H", "H", "H", "H", "H", "H", "H", "H", "H", "H", "H"],
  "coordinates": [[3.677684, 1.883375, -5.663498], [2.912760, 2.808458, -4.865626], [1.978235, 2.399252, -3.974033], [1.595425, 3.337451, -2.973181], [0.616424, 3.014170, -2.067187], [-0.075426, 1.763472, -2.106133], [-1.108388, 1.477319, -1.134296], [-2.343613, 0.862293, -1.481823], [-3.394917, 0.716694, -0.522818], [-4.701606, 0.570556, -0.924282], [-4.998607, 0.327763, -2.300777], [-6.261318, -0.044322, -2.629855], [-6.517097, -0.560431, -3.956941], [-3.961021, 0.379955, -3.261834], [-2.661828, 0.530425, -2.828792], [0.392796, 0.811112, -3.055465], [1.380527, 1.115267, -3.983753], [4.474561, 2.489916, -6.091782], [4.114790, 1.076913, -5.064873], [3.060526, 1.460198, -6.463154], [2.143209, 4.280553, -2.906560], [0.385329, 3.728618, -1.277997], [-1.170138, 2.167320, -0.279471], [-3.144887, 0.750110, 0.536168], [-5.526741, 0.541798, -0.206754], [-7.548226, -0.904056, -3.934320], [-6.398167, 0.237863, -4.701083], [-5.852964, -1.397170, -4.218781], [-4.190963, 0.233402, -4.319087], [-1.855701, 0.463638, -3.550165], [-0.032627, -0.199873, -3.047919], [1.737446, 0.365744, -4.689216], [1.639565, -3.657558, 6.395925], [1.737727, -3.017545, 5.071502], [2.852425, -2.970478, 4.249697], [2.604873, -2.323438, 2.998735], [1.311341, -1.855122, 2.897344], [0.722373, -0.873973, 1.718305], [-0.153075, -1.875437, 0.717010], [0.430699, -2.394416, -0.434138], [-0.201652, -3.412349, -1.168994], [-1.465822, -3.870325, -0.775316], [-2.096473, -3.296925, 0.335158], [-1.435238, -2.296307, 1.071690], [-0.074693, 0.129283, 2.349333], [0.827267, 1.180680, 2.710625], [-0.016361, 2.468214, 2.645663], [1.331909, 0.954334, 4.132439], [2.004040, 1.047677, 1.621136], [1.597327, 1.724630, 0.338127], [3.362159, 1.569730, 2.072151], [2.018420, -0.334970, 1.296726], [0.375342, -2.249655, 4.284847], [2.650416, -3.894564, 6.751388], [1.160317, -2.994031, 7.121842], [1.056404, -4.585221, 6.348320], [3.824595, -3.359762, 4.526261], [3.355608, -2.238614, 2.223388], [1.397667, -2.012229, -0.756238], [0.302051, -3.859158, -2.029431], [-1.938213, -4.699526, -1.311582], [-3.089201, -3.637905, 0.642584], [-1.933638, -1.858312, 1.931546], [0.594224, 3.383115, 2.671372], [-0.653666, 2.484622, 1.746688], [-0.669301, 2.484384, 3.531959], [1.886953, 1.836695, 4.484622], [0.484684, 0.790023, 4.811296], [1.984706, 0.073333, 4.201865], [1.507468, 2.819022, 0.401650], [2.260299, 1.455394, -0.494423], [0.616298, 1.300020, 0.077445], [3.272606, 2.655165, 2.222566], [3.701307, 1.113256, 3.010703], [4.130785, 1.410461, 1.303499]],
  "forces_ev_per_angstrom": [[-0.4173, 0.0542, 0.1386], [-0.1194, -0.1516, 0.6265], [-0.1653, -0.1855, 0.0872], [0.3378, -0.3221, -0.6362], [-0.2986, -0.3136, 0.1763], [0.7968, -0.2297, -0.1498], [-1.1779, 1.2971, -1.9134], [0.2374, -1.0426, 0.4372], [-0.1897, 0.7384, -0.1567], [-0.3586, -0.5586, -0.3350], [-0.1741, -0.3433, -0.1425], [0.9812, 0.3118, 0.2320], [0.2266, 0.3130, 0.0591], [-0.0506, -0.4955, 0.3165], [-0.0441, 0.4513, -0.2903], [-0.3473, 0.0836, 0.0511], [0.3059, 0.4580, 0.2145], [-0.1135, -0.1169, 0.0079], [-0.1592, 0.1787, 0.0557], [0.0759, 0.0577, 0.1096], [-0.2908, -0.2970, -0.1068], [-0.0795, -0.1730, -0.2271], [0.3114, -0.7585, -0.0261], [-0.0640, 0.2141, -0.1517], [0.3801, -0.1542, -0.2450], [0.0870, 0.0769, 0.0081], [-0.1255, -0.1751, 0.1556], [-0.1240, 0.2371, 0.3048], [0.2501, -0.0471, 0.4350], [-0.3460, 0.3490, -0.0175], [0.3283, 0.3727, 0.0995], [-0.1986, 0.1408, 0.2174], [0.0221, -0.2086, 0.5382], [0.6684, 0.2741, -1.1900], [-1.0280, 0.1045, 0.3442], [-0.8918, -0.2823, 0.7708], [0.1805, -0.6827, -0.3189], [0.3705, -2.9848, 0.8769], [0.6209, 1.4361, 0.1849], [-0.4125, -0.6534, -0.5305], [-0.0897, 0.2770, 0.2407], [0.1353, -0.0619, 0.0086], [0.3349, 0.3572, 0.0923], [-0.4368, -0.6518, -0.6116], [-0.1820, 1.6446, -0.4007], [-0.2676, -0.1476, -0.3924], [0.2770, 0.1089, 0.2378], [0.3346, 0.2417, 0.3033], [-0.3836, -0.2192, 0.0428], [-0.5569, 0.1660, -0.2241], [-0.0153, 0.0486, 0.2902], [0.0535, 1.5354, -0.9103], [1.0934, -0.5821, 0.2290], [-0.2615, -0.0244, 0.0445], [0.0503, -0.1231, 0.0652], [0.0929, 0.0793, 0.1163], [-0.0692, -0.1257, 0.1600], [-0.1543, 0.2672, 0.0392], [0.0043, -0.1427, 0.1376], [-0.1798, 0.1080, 0.1763], [0.1124, 0.3345, 0.1413], [0.2978, 0.0764, -0.1085], [0.1165, -0.0479, 0.0651], [-0.0694, -0.1940, -0.0159], [0.2756, -0.0349, 0.3218], [0.0868, 0.0144, -0.3294], [-0.0713, -0.1538, -0.0391], [0.1286, 0.0633, -0.2480], [-0.1696, 0.3457, -0.0570], [0.0631, -0.1707, 0.0526], [0.0838, 0.0438, 0.3025], [0.6089, 0.1872, 0.3622], [0.1125, -0.1450, 0.0856], [-0.0916, 0.0492, -0.2930], [-0.2684, -0.0969, 0.1051]],
  "lowdin_charge": [-0.045, -0.073, -0.236, 0.022, -0.031, -0.224, 0.129, -0.171, 0.029, 0.032, -0.218, -0.052, -0.043, 0.013, 0.027, -0.009, 0.017, 0.095, 0.101, 0.094, 0.131, 0.125, 0.130, 0.138, 0.132, 0.097, 0.097, 0.104, 0.114, 0.106, 0.127, 0.115, -0.139, -0.596, -0.143, -0.134, -0.399, -0.910, -0.083, -0.062, -0.107, -0.128, -0.100, -0.066, 0.021, -0.452, -0.012, -0.032, -0.472, -0.037, -0.005, 0.021, 1.063, 0.075, 0.066, 0.071, 0.095, 0.105, 0.106, 0.089, 0.089, 0.092, 0.104, 0.086, 0.059, 0.089, 0.089, 0.088, 0.076, 0.091, 0.111, 0.057, 0.087, 0.085, 0.089],
  "e_lumo_ev": -2.84,
  "total_charge": 0,
  "e_homo_ha": -0.226,
  "de_lowest_kcal_mol": 15.7,
  "fmax_ev_per_a": 3.13
}



No. 3
{
  "formula": "CHO3PS",
  "method": "the ωB97M-V functional and the def2-TZVPD basis",
  "symbols": ["C", "O", "O", "O", "P", "S", "H"],
  "coordinates": [[-0.328084, -0.195900, -0.137509], [-2.487778, -0.949158, 1.173893], [2.007947, 0.053778, -1.389428], [1.554721, 1.793006, 0.336005], [-1.392073, -0.028544, 1.425531], [1.201635, 0.554717, -0.308897], [-0.556368, -1.227898, -1.099595]],
  "forces_ev_per_angstrom": [[0.9656, -1.7644, -1.8639], [-0.9975, -0.7432, -0.0571], [-0.1872, 0.2011, 0.7105], [-0.5255, -1.0684, 0.1913], [1.7247, 0.6493, -1.1268], [-2.0344, -0.8060, -1.2197], [1.0543, 3.5316, 3.3657]],
  "nbo_charge": [-1.140, -0.976, -0.830, -0.818, 1.362, 2.068, 0.334],
  "e_lumo_ev": [-1.74, -1.74],
  "total_charge": 0,
  "e_homo_ha": [-0.380, -0.380],
  "de_lowest_kcal_mol": 97.8,
  "fmax_ev_per_a": 4.99
}



No. 4
{
  "formula": "C2H2NO3S",
  "method": "the ωB97M-V functional and the def2-TZVPD basis",
  "symbols": ["C", "C", "N", "O", "O", "O", "S", "H", "H"],
  "coordinates": [[-0.455346, 0.030348, -0.261363], [-1.574629, -0.954746, 0.026051], [2.023928, -0.488798, -0.365913], [-2.582892, -0.219706, 0.005037], [-1.396883, -2.127874, 0.259787], [0.552948, 2.386188, 0.012571], [-0.696975, 1.592492, 0.103169], [1.986303, -0.741197, 0.618375], [2.143547, 0.523297, -0.397714]],
  "forces_ev_per_angstrom": [[2.4588, 0.1309, 0.3949], [0.0513, 0.1132, -0.2006], [-2.7575, 0.4027, -0.4609], [-0.8656, 0.0717, 0.0134], [0.1904, -0.7801, 0.1249], [-0.0594, 0.3377, 0.1122], [0.9842, -0.5631, -0.4950], [-0.0548, 0.1513, 0.2391], [0.0526, 0.1357, 0.2718]],
  "nbo_charge": [-0.242, 0.668, -0.853, -0.695, -0.667, -0.967, 1.103, 0.318, 0.335],
  "e_lumo_ev": [2.45, 2.45],
  "total_charge": -1,
  "e_homo_ha": [-0.174, -0.174],
  "de_lowest_kcal_mol": 106.3,
  "fmax_ev_per_a": 2.82
}